Molecular formula: C27H41BClF10IN5O6
Method: DFT, ωB97M-V/def2-TZVPD

Geometry as XYZ:
```
92
Properties=species:S:1:pos:R:3:lowdin_charge:R:1
C 6.34546 -0.13872 2.59592 -0.087
C 5.36767 -0.55583 3.70958 -0.219
C 3.96326 0.03872 3.46450 -0.181
C 3.22503 -0.93263 2.54768 -0.239
N 1.95364 -0.37941 2.13483 -0.016
N 1.13921 -0.86925 1.07809 -0.160
C 1.75172 -2.14361 0.60781 -0.002
C -0.22180 -1.30642 1.67364 -0.515
I 0.00477 -2.41560 3.52534 1.140
C -1.36742 -0.29416 1.75592 -0.278
C -1.78941 0.19469 3.16852 -0.303
N -2.81477 -0.61248 3.83209 0.001
C -1.37227 0.88927 0.73824 -0.173
C -2.58331 0.75795 -0.20545 -0.070
C -2.83816 -0.45533 -1.08416 -0.397
C -3.25223 -1.79055 -0.52758 -0.018
N -2.75612 -0.27020 -2.33972 0.161
C 0.05383 1.34008 0.25305 -0.151
C 0.55715 2.12759 1.50893 -0.083
C 1.99866 2.52566 1.74913 -0.215
N 2.42035 2.82570 2.90703 0.127
C -0.01998 2.48612 -0.80393 -0.291
F 1.06466 3.29811 -0.68437 0.133
F -1.07144 3.27582 -0.35876 0.098
C -0.35571 2.47042 -2.32550 -0.321
F -1.67230 2.29058 -2.53189 0.139
F 0.26367 1.52852 -3.05840 0.102
C 0.03428 3.82763 -3.05629 -0.307
F -0.51158 3.65893 -4.30113 0.143
F 1.36897 3.92874 -3.23377 0.167
C -0.58646 5.15486 -2.55270 -0.524
F -1.89559 5.02054 -2.32175 0.187
F -0.40669 6.06664 -3.52939 0.177
F 0.02354 5.60772 -1.44509 0.172
C 0.96875 0.10627 -0.10539 -0.085
C 0.23398 -0.63675 -1.25284 -0.098
C 1.05984 -1.29615 -2.32378 -0.736
O 2.08910 -1.89627 -2.19866 0.066
Cl 0.25892 -1.31033 -3.91233 0.773
B 2.40715 0.62669 -0.67406 -0.620
O 3.56797 0.61497 0.09716 0.155
O 2.49701 1.22330 -1.87503 0.085
C 3.61376 0.90975 -2.73343 -0.169
C 3.19450 0.73980 -4.18736 -0.043
H 6.80359 -1.00068 2.12488 0.070
H 7.13110 0.50490 2.96878 0.075
H 5.84113 0.41184 1.80482 0.058
H 5.74679 -0.25340 4.67374 0.106
H 5.26674 -1.63489 3.64036 0.097
H 4.10397 0.94560 2.89260 0.084
H 3.42326 0.20138 4.39029 0.116
H 3.92342 -1.16519 1.75658 0.102
H 3.11637 -1.86280 3.11459 0.093
H 1.48898 0.14875 2.84751 0.102
H 2.71778 -1.98206 0.15976 0.107
H 1.87454 -2.82971 1.43274 0.070
H 1.13977 -2.65183 -0.11818 0.109
H -0.55863 -2.12874 1.06294 0.051
H -2.24073 -0.86104 1.47684 0.091
H -0.93539 0.35101 3.82571 0.075
H -2.24876 1.17288 3.07436 0.120
H -3.71842 -0.25158 3.56065 0.074
H -2.81072 -1.57239 3.51074 0.024
H -1.66190 1.72734 1.35068 0.114
H -3.43495 0.74778 0.48547 0.139
H -2.79732 1.63544 -0.79433 0.111
H -3.30851 -2.55757 -1.28614 0.080
H -2.51613 -2.15743 0.18863 0.062
H -4.19156 -1.75779 0.01456 0.097
H -2.98664 -1.11674 -2.85518 0.067
H 0.23262 1.61709 2.41090 0.099
H 0.00028 3.05669 1.57771 0.144
H 2.72459 2.66690 0.96233 0.112
H 1.68659 2.72618 3.61357 0.065
H -0.52646 -0.04314 -1.73333 0.071
H -0.35019 -1.46513 -0.85388 0.126
H 4.11359 -0.16252 -0.03185 0.106
H 4.13499 0.01512 -2.40708 0.115
H 4.33207 1.71550 -2.64162 0.131
H 3.73303 1.44848 -4.80203 0.082
H 3.48404 -0.24664 -4.53135 0.080
H 2.12904 0.83371 -4.33072 0.046
C -8.03916 -4.13421 -1.40331 -0.039
C -7.11639 -3.72426 -2.52875 -0.307
O -5.87205 -3.57962 -1.85623 0.109
C -5.89106 -4.41700 -0.77993 -0.562
O -4.93049 -4.71927 -0.15856 0.173
O -7.14568 -4.84062 -0.52995 0.084
F -7.46888 -2.53670 -3.07216 0.082
H -8.44462 -3.26565 -0.88355 0.147
H -8.85434 -4.77529 -1.72510 0.144
H -7.01092 -4.46405 -3.32320 0.176
```

- 2S+1 = 1
- calculated total energy (Eh) = -3559.76203
- gap between HOMO and LUMO (eV) = 9.46
- largest force on an atom (eV/Å) = 1.666
- LUMO energy (Eh) = -0.1128
- net charge = +1



Molecular formula: C12H35N3O4
Method: DFT, ωB97M-V/def2-TZVPD

Geometry as XYZ:
```
54
Properties=species:S:1:pos:R:3:lowdin_charge:R:1
C 7.00014 0.99391 -2.37382 -0.139
O 8.09606 0.87815 -1.49930 -0.183
C 8.36896 -0.50728 -1.09635 -0.198
C 9.60704 -0.59137 -0.25762 -0.454
C 10.12899 -2.03363 -0.26094 -0.070
N 9.29483 -0.31643 1.11958 0.033
H 6.94371 0.21928 -3.13858 0.081
H 6.75404 1.95054 -2.83468 0.086
H 6.10355 0.78774 -1.78924 0.076
H 7.44925 -0.91199 -0.67393 0.127
H 8.55870 -1.13463 -1.96728 0.113
H 10.37097 -0.01503 -0.77949 0.149
H 11.08509 -2.05028 0.26222 0.078
H 10.36368 -2.30646 -1.28981 0.077
H 9.41596 -2.66164 0.27319 0.080
H 8.64703 -0.98330 1.51421 0.073
H 8.91808 0.61862 1.18159 0.073
C -9.89980 0.39873 0.87053 -0.094
O -8.60808 -0.21754 0.84080 -0.203
C -7.56545 0.39653 0.07219 -0.199
C -7.92976 0.50545 -1.40076 -0.473
C -8.41700 -0.77770 -2.07088 -0.055
N -6.87202 1.07638 -2.23832 0.045
H -10.20757 0.22397 1.90147 0.082
H -10.51807 -0.33203 0.34917 0.083
H -9.95440 1.46051 0.63028 0.094
H -7.25838 1.36183 0.47466 0.120
H -6.67586 -0.22493 0.17471 0.122
H -8.77189 1.19741 -1.41145 0.123
H -9.24912 -1.20656 -1.51252 0.063
H -7.61263 -1.50675 -1.97321 0.079
H -8.74264 -0.72151 -3.10958 0.079
H -6.90273 2.02799 -1.90130 0.067
H -6.04006 0.60221 -1.91722 0.066
C -1.39270 -2.29788 0.97886 -0.046
O -0.89367 -0.88225 1.02634 -0.215
C -0.25016 -0.52859 2.19963 -0.227
C 0.18289 0.92049 2.06200 -0.451
C 0.96430 1.45822 3.19788 -0.107
N -0.87679 1.92158 1.93410 0.043
H -2.17125 -2.24719 0.21769 0.081
H -1.83210 -2.69785 1.89267 0.079
H -0.62680 -3.01851 0.69218 0.078
H -1.04499 -0.73833 2.91542 0.129
H 0.60262 -1.19216 2.34294 0.131
H 0.93795 1.00893 1.28087 0.134
H 0.50190 1.47289 4.18483 0.083
H 1.17873 2.48079 2.88728 0.077
H 1.95362 1.04818 3.40089 0.076
H -1.64754 1.46736 1.46535 0.062
H -0.61257 2.75026 1.42071 0.074
O -0.25965 0.95306 -3.14582 -0.051
H -0.60956 0.27100 -2.57258 0.024
H 0.01512 1.64982 -2.54979 0.025
```

- 2S+1 = 1
- relative energy (zero: lowest compared OMol25 entry of this formula, charge and spin) (eV) = 2.910
- SMILES string = COC[C@H](C)N.COC[C@H](C)N.COC[C@H](C)N.O
- calculated total energy (Eh) = -943.28860
- gap between HOMO and LUMO (eV) = 9.52
- largest force on an atom (eV/Å) = 3.468
- LUMO energy (Eh) = 0.0138
- net charge = 0



Molecular formula: C16H16BN3O4
Method: DFT, ωB97M-V/def2-TZVPD

Geometry as XYZ:
```
40
Properties=species:S:1:pos:R:3:lowdin_charge:R:1
O -2.50073 1.58991 -0.72335 0.045
C -1.26864 1.63958 -0.69096 -0.430
C -0.72042 2.21782 -1.97521 -0.019
C 0.81603 2.12412 -2.07182 -0.390
N 1.31925 1.01675 -2.49380 0.142
C 2.64060 0.97803 -2.53365 -0.097
C 3.37414 1.89777 -1.81235 -0.051
C 2.73848 3.02654 -1.42224 -0.133
N 1.44754 3.20000 -1.59935 0.142
N -0.43191 1.23168 0.35698 0.121
C -0.87631 0.60573 1.60886 -0.146
C 0.14253 -0.41602 2.33860 -0.044
C -0.18277 -1.81453 2.00366 -0.179
C -0.71361 -2.82101 2.73009 -0.038
O -0.95214 -3.91973 1.97744 0.067
C -0.69938 -3.64077 0.70336 -0.225
C -1.06700 -4.34558 -0.45587 0.018
C -0.72783 -3.75503 -1.67496 -0.104
C -0.23200 -2.46268 -1.81287 -0.088
C -0.07698 -1.71268 -0.64410 -0.005
C -0.23197 -2.32478 0.67431 -0.103
B -1.45815 1.71138 2.52645 -0.639
O -2.39410 2.54786 1.91092 0.124
O -0.94770 1.93807 3.77562 0.144
H -1.16478 1.80866 -2.89257 0.133
H -0.90833 3.31724 -1.89453 0.138
H 3.14355 0.07668 -2.90118 0.121
H 4.37142 1.62475 -1.65085 0.091
H 3.35092 3.81964 -1.09888 0.103
H 0.56486 1.51934 0.28362 0.156
H -1.77436 0.08091 1.42026 0.141
H 0.12234 -0.27435 3.40960 0.110
H 1.12663 -0.11943 2.03339 0.114
H -0.67989 -2.86071 3.82976 0.146
H -1.58428 -5.28103 -0.44010 0.106
H -0.90754 -4.35235 -2.57568 0.103
H 0.19270 -2.05779 -2.75373 0.109
H 0.61898 -0.90858 -0.65436 0.072
H -2.50430 2.25488 0.93757 0.083
H -0.96485 2.83970 4.25194 0.159
```

- 2S+1 = 1
- relative energy (zero: lowest compared OMol25 entry of this formula, charge and spin) (eV) = 1.118
- SMILES string = O=C(Cc1ncccn1)N[C@@H](Cc1coc2ccccc12)B(O)O
- calculated total energy (Eh) = -1109.44673
- gap between HOMO and LUMO (eV) = 8.32
- largest force on an atom (eV/Å) = 3.931
- LUMO energy (Eh) = 0.0043
- net charge = 0



Molecular formula: C4H11N2O
Method: DFT, ωB97M-V/def2-TZVPD

Geometry as XYZ:
```
18
Properties=species:S:1:pos:R:3:lowdin_charge:R:1
C 3.67343 0.44706 1.79271 0.113
C -1.29387 -1.47247 -1.21959 -0.012
C -2.62061 0.26231 -0.58512 -0.029
C -0.27489 0.36806 -0.11046 -0.266
N 2.74911 1.13900 1.20386 0.103
N -1.27553 -0.18266 -0.63864 -0.201
O 0.85628 -0.18341 0.02026 -0.017
H 4.55305 0.86089 2.25793 0.110
H 3.45682 -0.56038 1.66893 0.084
H -2.13224 -1.99129 -0.74347 0.113
H -1.49054 -1.26121 -2.26140 0.111
H -0.30365 -2.00518 -1.11387 0.124
H -3.25841 -0.10699 -1.32951 0.077
H -3.01389 0.03570 0.37326 0.099
H -2.52279 1.43839 -0.90911 0.171
H -0.48900 1.28574 0.37658 0.149
H 2.67964 2.21453 1.23831 0.171
H 1.77108 0.51547 0.79175 0.101
```

- 2S+1 = 1
- relative energy (zero: lowest compared OMol25 entry of this formula, charge and spin) (eV) = 2.761
- calculated total energy (Eh) = -343.46267
- gap between HOMO and LUMO (eV) = 9.85
- largest force on an atom (eV/Å) = 5.925
- LUMO energy (Eh) = -0.1488
- net charge = +1



- What is the gap between HOMO and LUMO in the third record?
  8.32 eV